Record 1
Computed, not measured: C14H20CuF7N3O4S2 as an isolated structure, with wB97M-V/def2-TZVPD.

```
! RIJCOSX wB97M-V def2-TZVPD def2/J DEFGRID3
* xyz -1 1
Cu -0.144 0.000 -0.096
S -1.946 0.713 4.026
S -2.635 1.350 1.364
F -2.934 3.870 2.129
F 1.984 -5.267 2.258
F -4.762 2.904 1.502
F -0.817 3.098 3.705
F -0.649 2.262 5.690
F -2.529 3.096 5.022
F -3.309 3.525 0.030
O -0.716 0.115 3.619
O -3.373 0.551 0.430
O -2.694 0.178 5.123
O -1.242 1.610 1.037
N 1.775 -1.172 -2.284
N -2.962 1.015 2.849
N 0.040 1.339 -1.850
C 0.229 -4.076 1.201
C -1.462 2.390 4.634
C 0.464 -1.665 0.736
C 3.096 -1.710 -2.074
C -3.457 3.005 1.261
C 1.727 -1.761 1.342
C 1.765 -0.025 -3.148
C 1.028 2.303 -1.361
C 0.828 -2.193 -2.660
C 0.467 0.769 -3.135
C -1.229 2.030 -2.080
C 2.249 -2.947 1.854
C 1.485 -4.090 1.765
C -0.259 -2.868 0.702
H 2.596 0.622 -2.858
H 3.760 -0.927 -1.706
H 0.656 2.759 -0.445
H -1.255 -2.881 0.271
H -0.356 0.156 -3.506
H 0.595 1.594 -3.857
H 3.226 -2.989 2.321
H 3.538 -2.135 -2.996
H -0.355 -4.987 1.166
H 1.946 -0.299 -4.210
H 0.898 -3.020 -1.956
H -1.138 2.747 -2.911
H 1.964 1.798 -1.133
H -1.514 2.567 -1.184
H 1.007 -2.574 -3.684
H 1.215 3.092 -2.107
H 3.051 -2.489 -1.314
H -2.009 1.306 -2.311
H -0.193 -1.815 -2.601
H 2.347 -0.874 1.429
*
```

Output
* HOMO: -4.55 eV
* E_LUMO: 2.70 eV
* largest force on an atom: 0.5 eV/Å


Record 2
Computed, not measured: the molecule C14H20F3N, with wB97M-V/def2-TZVPD.

```
! RIJCOSX wB97M-V def2-TZVPD def2/J DEFGRID3
* xyz 0 1
F -3.653 0.837 1.409
F -3.493 1.515 -0.625
F -4.468 -0.349 -0.188
N 2.612 -1.878 0.392
C 3.679 2.791 0.653
C -1.448 -0.809 1.115
C 0.280 -1.671 -0.326
C -0.260 -1.491 0.944
C 2.961 1.873 -0.333
C -1.590 -0.484 -1.270
C 1.580 -2.415 -0.478
C 1.768 2.605 -0.946
C 4.714 -0.651 0.409
C -0.398 -1.166 -1.428
C -3.415 0.423 0.156
C 3.279 -0.678 -0.108
C 2.502 0.567 0.343
C -2.111 -0.302 0.004
H 4.039 3.686 0.149
H 5.267 -1.521 0.057
H 4.715 -0.655 1.497
H 2.590 0.649 1.426
H 1.450 0.402 0.118
H 1.407 -3.457 -0.187
H -2.114 -0.085 -2.126
H 1.883 -2.406 -1.541
H 5.228 0.239 0.060
H 4.530 2.289 1.107
H 1.271 1.980 -1.686
H 1.045 2.863 -0.175
H 2.090 3.523 -1.434
H 3.306 -2.594 0.571
H 2.999 3.097 1.445
H -1.861 -0.664 2.102
H 0.277 -1.876 1.796
H 3.656 1.627 -1.145
H 0.010 -1.301 -2.419
H 3.304 -0.689 -1.215
*
```

Output
* HOMO: -9.14 eV
* E_LUMO: 0.75 eV
* largest force on an atom: 0.5 eV/Å


Record 3
Computed, not measured: a 3-piece molecular cluster, C14H20IN2P overall at a distorted geometry, with wB97M-V/def2-TZVPD.

```
! RIJCOSX wB97M-V def2-TZVPD def2/J DEFGRID3
* xyz 0 1
I -0.127 2.266 3.536
P 2.645 3.161 -0.204
N 0.463 -0.377 -1.791
N -2.572 -4.023 0.446
C 4.245 2.696 0.617
C -0.858 -1.072 -3.425
C 0.941 0.184 -2.943
C -3.641 -2.695 1.857
C -0.638 -1.138 -2.075
C 1.543 3.337 1.276
C -3.891 -4.385 0.395
C 4.265 0.138 1.294
C 0.146 -0.230 -3.977
C 0.565 2.185 1.468
C 4.308 1.288 0.977
C -4.581 -3.579 1.260
C -0.667 2.308 0.580
C -2.412 -2.992 1.333
H -1.234 3.175 0.905
H 4.219 -0.890 1.572
H 1.026 4.288 1.214
H -4.223 -5.181 -0.249
H -1.443 -2.561 1.516
H -3.845 -1.930 2.586
H -1.303 1.439 0.709
H 2.247 1.924 -0.748
H 2.181 3.381 2.155
H -1.655 -1.564 -3.957
H -5.640 -3.618 1.445
H 1.800 0.832 -2.929
H 0.858 -0.245 -0.879
H -1.172 -1.650 -1.296
H -1.837 -4.452 -0.084
H 0.264 0.046 -5.011
H 1.056 1.228 1.349
H 5.083 2.994 -0.003
H -0.377 2.439 -0.460
H 4.264 3.272 1.541
*
```

Output
* HOMO: -8.42 eV
* E_LUMO: 0.43 eV
* largest force on an atom: 1.3 eV/Å


Record 4
Computed, not measured: C14H20N as an isolated structure at a distorted geometry, with wB97M-V/def2-TZVPD.

```
! RIJCOSX wB97M-V def2-TZVPD def2/J DEFGRID3
* xyz 1 1
N 0.878 -0.371 -0.828
C 0.376 1.208 3.455
C -2.002 1.110 3.141
C -1.828 0.505 1.948
C -0.509 0.238 1.532
C 0.577 0.543 2.277
C 0.842 -0.924 -2.223
C 2.248 -1.104 -2.657
C -0.301 -0.790 -0.127
C 0.998 1.092 -0.952
C -1.515 -0.734 -0.860
C -2.561 -0.957 -1.443
C -0.059 -2.231 0.425
C -0.926 1.465 3.952
C -0.117 1.828 -1.722
H -3.577 -1.154 -1.865
H -2.595 0.257 1.310
H 0.255 -1.874 -2.280
H 1.562 0.198 1.916
H -0.896 2.055 -1.013
H 0.792 -2.371 0.948
H 1.184 1.638 4.005
H -1.155 1.972 4.777
H -2.999 1.424 3.459
H -0.843 -2.503 1.135
H -0.568 1.267 -2.542
H 1.011 1.520 0.117
H 2.699 -2.049 -2.485
H 2.865 -0.291 -2.208
H -0.154 -2.847 -0.439
H 2.127 -0.995 -3.779
H 1.945 1.303 -1.486
H 0.265 2.754 -2.211
H 1.719 -0.831 -0.420
H 0.263 -0.350 -2.856
*
```

Output
* HOMO: -12.52 eV
* E_LUMO: -2.53 eV
* largest force on an atom: 6.5 eV/Å


Record 5
Computed, not measured: the molecule C14H20N2O2S, with wB97M-V/def2-TZVPD.

```
! RIJCOSX wB97M-V def2-TZVPD def2/J DEFGRID3
* xyz 0 1
S 3.349 0.905 -1.120
O -1.055 0.347 -2.978
O 0.804 -0.317 2.981
N 1.210 -0.461 -1.644
N 2.033 -0.711 0.517
C -2.262 -2.790 -1.526
C 2.802 -0.293 1.660
C -1.121 1.560 -2.238
C 1.347 1.797 2.012
C 0.064 -1.253 -1.553
C -1.085 -0.817 -2.237
C 2.141 -0.150 -0.700
C 0.028 -2.470 -0.879
C -0.138 1.483 1.824
C -0.373 0.461 2.934
C -2.455 1.744 -1.525
C 1.918 0.504 2.631
C -1.132 -3.224 -0.856
C -2.232 -1.595 -2.223
H -0.774 2.359 1.922
H 3.179 -1.183 2.173
H -0.300 1.620 -1.511
H -0.529 0.969 3.896
H -3.163 -3.384 -1.514
H -0.319 1.025 0.850
H -2.605 0.961 -0.784
H 3.640 0.316 1.318
H 1.289 0.082 -2.496
H 1.847 2.044 1.078
H 2.503 0.725 3.534
H -3.097 -1.247 -2.767
H 1.475 2.631 2.701
H 0.924 -2.853 -0.414
H -2.469 2.709 -1.024
H -0.978 2.341 -2.988
H 1.159 -1.159 0.765
H -1.210 -0.214 2.747
H -3.272 1.706 -2.241
H -1.142 -4.165 -0.327
*
```

Output
* HOMO: -8.16 eV
* E_LUMO: 0.72 eV
* largest force on an atom: 0.7 eV/Å


Record 6
Computed, not measured: C14H20N2O3 as an isolated structure at a distorted geometry, with wB97M-V/def2-TZVPD.

```
! RIJCOSX wB97M-V def2-TZVPD def2/J DEFGRID3
* xyz 0 1
O 0.686 2.348 1.655
O 1.805 2.765 -0.388
O -1.729 0.127 1.631
N -3.148 0.047 -1.726
N -0.871 0.438 -0.508
C 2.741 -1.813 0.064
C -3.328 0.364 -0.345
C 3.968 -2.102 0.652
C 1.410 -0.183 -1.239
C 1.047 2.086 0.243
C -1.913 0.273 0.460
C 0.491 0.608 -0.239
C 5.204 -1.414 0.517
C -5.734 -0.262 0.039
C 3.949 0.258 -0.811
C 5.120 -0.229 -0.204
C -4.046 -2.055 0.390
C 2.730 -0.618 -0.592
C -4.301 -0.600 0.378
H -3.358 -0.983 -1.581
H 1.227 0.296 -2.322
H -4.779 -2.327 1.277
H 0.904 -1.240 -1.370
H -5.993 -1.408 -0.621
H 0.721 0.063 0.550
H 3.912 1.180 -1.325
H -0.044 1.764 2.038
H -4.122 -2.484 -0.659
H -4.172 0.398 -2.168
H -1.259 0.950 -1.440
H -2.824 -2.140 0.550
H -3.989 -0.358 1.565
H 5.759 0.568 -0.247
H -6.636 -0.422 0.822
H -3.508 1.418 -0.177
H -5.782 0.846 -0.789
H 6.054 -1.672 0.954
H 3.940 -3.115 1.110
H 1.963 -2.512 0.404
*
```

Output
* HOMO: -8.88 eV
* E_LUMO: 0.37 eV
* largest force on an atom: 6.3 eV/Å


Q: Number 1 is which compound?
A: C14H20CuF7N3O4S2